A cluster of 13 separate species, C47H117N3O13 in total at a distorted geometry. Source: the Open Molecules 2025 dataset; level of theory: ωB97M-V/def2-TZVPD.

Results
E_tot   -3003.058153 a.u.
Multiplicity   1
Lowest unoccupied orbital energy   0.1997 eV
ΔE to the lowest compared entry with this formula, charge and spin   2.3038 eV
Gap between HOMO and LUMO   8.51 eV
HOMO energy   -0.305 Eh
Molecular weight   932.5 Da

Structure (XYZ):
```
180
Properties=species:S:1:pos:R:3:forces:R:3:mulliken_charge:R:1
C -0.16961 -4.47012 5.17939 -1.4 0.6 0.0 -0.458
C -0.17505 -4.80471 6.65491 1.8 -0.2 0.2 -0.593
O 1.21163 -4.89530 7.09957 -0.3 0.2 0.2 -0.534
H -1.21023 -4.39654 4.83871 0.0 -0.4 -0.1 0.303
H 0.36894 -5.16596 4.54282 0.1 -0.1 0.2 0.117
H 0.18067 -3.45045 5.00663 0.5 -0.1 0.2 0.227
H -0.54677 -5.79002 6.92860 -0.5 0.1 -0.4 0.295
H -0.68106 -4.04251 7.24746 -0.2 0.0 -0.1 0.367
H 1.45233 -4.05022 7.48852 0.1 0.0 -0.1 0.289
C 5.09063 -2.55564 -2.57578 -0.8 0.7 -0.4 -1.181
C 3.58403 -2.75525 -2.40933 0.3 0.2 -0.1 -0.266
O 3.07527 -1.99360 -1.29584 2.3 -0.7 -0.6 0.189
H 5.34878 -1.49663 -2.62854 -0.2 0.1 0.0 0.131
H 5.32756 -2.95483 -3.56360 0.6 -0.4 0.4 0.414
H 5.64665 -2.93487 -1.72032 0.1 -0.5 -0.3 0.335
H 3.39053 -3.82727 -2.30816 -0.2 0.1 0.3 0.348
H 3.02907 -2.41614 -3.28555 0.1 0.0 0.0 0.232
H 3.82864 -1.92965 -0.68739 -0.3 0.1 0.6 -0.396
C 2.37725 -7.05644 2.46819 0.2 -2.1 0.4 -0.963
C 3.07956 -6.46301 3.67274 -0.7 1.4 0.3 0.075
O 4.27487 -7.13182 4.03621 0.1 0.0 -0.5 -0.549
H 3.02788 -7.33946 1.63685 0.3 0.8 0.0 0.344
H 1.49129 -6.54739 2.09848 0.1 0.3 0.2 0.199
H 2.08753 -8.07310 2.77305 -0.5 0.2 0.0 0.321
H 2.44388 -6.40515 4.56377 -0.4 -0.5 -0.2 0.134
H 3.22515 -5.38552 3.50713 0.7 -0.1 -0.2 0.131
H 4.15239 -7.47574 4.92170 0.1 -0.1 0.0 0.348
C -0.91926 5.66903 -2.92145 -0.5 -0.1 0.5 -0.708
C -1.92820 4.88919 -2.07706 0.3 0.8 0.2 0.438
O -3.15996 5.60466 -2.03848 -0.3 -0.3 -0.5 -0.605
H 0.03161 5.13752 -2.95996 0.1 0.1 -0.1 -0.119
H -0.80489 6.64255 -2.44254 0.3 0.0 -0.1 0.307
H -1.31928 5.83776 -3.92014 0.1 -0.1 -0.1 0.352
H -1.55868 4.82249 -1.05121 0.2 -0.4 0.0 -0.109
H -2.06874 3.89033 -2.49184 -0.3 0.0 0.1 0.163
H -3.30284 6.00480 -1.18068 0.1 -0.1 0.1 0.339
C -4.50470 -4.31381 -1.32446 -0.3 0.1 0.8 -1.324
C -4.71438 -3.11066 -0.38986 1.0 0.0 -0.3 0.322
O -4.18153 -3.31340 0.92119 -0.1 -0.4 0.4 -0.643
H -5.27094 -4.41502 -2.09077 -0.1 0.1 0.0 0.400
H -4.54605 -5.18032 -0.65853 0.1 -0.3 -0.4 0.390
H -3.54366 -4.23252 -1.82905 0.1 -0.2 0.1 0.133
H -5.76168 -2.88228 -0.20325 0.0 0.2 -0.3 0.432
H -4.13979 -2.28246 -0.82673 -0.7 0.4 -0.1 -0.043
H -3.27222 -3.62969 0.87797 -0.1 0.1 -0.2 0.278
C 0.04315 3.55655 1.50600 -0.3 -0.1 -0.6 1.097
C 0.83677 4.82644 1.72775 -0.5 0.1 -0.8 -0.586
O 1.17873 4.99104 3.08813 0.3 -0.2 0.2 -0.507
H 0.41914 2.64340 1.96385 0.4 0.3 0.3 -0.533
H 0.07786 3.35746 0.42947 -0.2 0.0 0.0 -0.404
H -1.00502 3.66081 1.78826 0.0 0.1 0.1 0.440
H 0.24347 5.67513 1.36373 -0.2 0.0 0.3 0.491
H 1.66917 4.82559 1.01005 0.6 -0.1 0.7 0.030
H 1.09243 5.90772 3.35492 0.0 0.1 -0.1 0.307
C -5.47927 0.61995 -3.96701 0.5 -0.1 -0.1 -1.389
C -4.10347 0.06042 -3.62272 -0.7 -0.5 1.9 1.456
O -4.11833 -1.35402 -3.78663 0.6 -0.2 -0.8 -0.539
H -6.21509 -0.14663 -3.72734 -0.1 0.0 0.0 0.326
H -5.56459 0.89429 -5.01854 -0.1 0.0 0.0 0.384
H -5.66365 1.48645 -3.33420 -0.1 0.1 -0.2 0.307
H -3.99155 0.14230 -2.53147 0.1 0.7 -0.1 -0.818
H -3.28121 0.63520 -4.06018 0.1 -0.4 -0.5 0.261
H -3.30530 -1.72492 -3.38231 -0.2 0.2 -0.4 0.183
C 3.87926 2.32181 3.50920 1.3 -0.4 1.9 -0.627
C 3.03241 1.27167 4.23299 -0.6 0.8 -1.0 -0.280
O 1.64903 1.51547 3.95428 -0.1 -0.4 0.2 -0.428
H 3.77187 2.38663 2.43380 -0.3 0.1 0.0 -0.234
H 4.92807 2.10736 3.77382 0.0 -0.3 -0.5 0.385
H 3.78198 3.25702 4.06673 -0.6 0.3 -0.7 0.448
H 3.20560 1.32789 5.31063 0.2 -0.2 0.0 0.381
H 3.24091 0.26783 3.86305 -0.1 0.0 0.1 0.120
H 1.40399 2.36744 4.33351 0.1 0.1 -0.1 0.238
C -1.33247 -3.68211 -5.21881 -1.6 0.4 -0.9 -1.336
C -0.92893 -2.40726 -4.52271 0.9 -0.3 -0.4 0.170
O -1.52351 -2.34017 -3.23576 0.7 0.4 0.4 -0.331
H -0.84384 -4.61969 -4.97282 0.1 0.2 0.5 0.320
H -1.30552 -3.56928 -6.30798 0.5 0.1 0.0 0.385
H -2.41910 -3.72601 -5.06391 0.1 -0.6 0.3 0.272
H -1.22757 -1.55049 -5.13379 -0.2 0.0 0.1 0.247
H 0.16773 -2.38817 -4.47628 0.0 0.2 0.4 0.029
H -0.83950 -1.97227 -2.63300 -0.5 -0.4 -0.1 0.167
C 6.59040 0.12804 1.41296 -0.1 0.1 -0.7 -1.653
C 5.19637 -0.39645 1.57704 -0.5 -0.9 0.7 1.092
O 5.04457 -1.73463 1.04983 -0.1 0.3 -0.6 -0.492
H 6.67445 1.15238 1.77998 0.1 -0.2 0.4 0.325
H 6.81447 0.20648 0.34643 0.2 -0.3 0.1 0.341
H 7.25900 -0.58191 1.89841 0.3 0.4 0.0 0.409
H 4.43453 0.20714 1.08206 0.1 0.1 0.1 -0.527
H 4.96437 -0.49552 2.64312 -0.2 0.5 -0.1 0.379
H 5.34245 -2.37382 1.70138 0.0 0.0 0.0 0.277
C 3.38395 3.25040 -1.06929 0.0 -0.5 0.5 -0.351
C 4.54533 2.61279 -1.86515 0.0 0.3 0.1 2.339
C 4.31366 1.14224 -2.20483 -1.8 0.3 -0.3 -0.920
C 3.12145 0.98001 -3.17198 1.8 0.1 0.4 0.883
C 3.47384 1.77970 -4.44249 -1.5 -1.6 -0.5 -1.959
C 3.77585 3.25916 -4.21467 0.1 0.0 0.6 2.400
N 4.80104 3.33995 -3.13076 0.1 -0.9 -0.2 0.132
O 5.11010 4.69256 -2.83558 -0.3 0.2 0.0 -0.469
C 4.40849 3.88709 -5.44531 0.3 0.3 -0.5 -2.176
C 2.42118 3.92229 -3.92184 -0.6 0.7 1.0 -1.828
C 5.82347 2.59487 -1.03409 0.3 0.4 -0.4 -1.666
H 3.36070 4.33547 -1.14667 0.2 0.0 -0.1 0.577
H 3.46995 2.99102 -0.00859 0.1 0.1 0.0 -0.787
H 2.40663 2.86919 -1.35761 0.0 0.0 -0.2 -0.071
H 5.18355 0.71872 -2.70263 0.2 0.1 0.1 1.047
H 4.08962 0.55131 -1.31330 0.3 0.2 0.2 -0.898
H 2.16770 1.30976 -2.76810 0.1 0.0 0.2 -0.519
H 3.06872 -0.10731 -3.26955 -0.4 0.1 -0.8 -0.069
H 2.53970 1.66741 -5.00981 0.2 0.7 -0.4 0.557
H 4.17498 1.23177 -5.07728 0.6 0.3 0.4 0.249
H 4.46632 4.97584 -5.38857 -0.3 0.0 0.2 0.390
H 5.44695 3.57864 -5.58384 -0.1 -0.4 0.1 0.475
H 3.85756 3.63300 -6.35234 -0.1 0.0 0.1 0.419
H 1.85352 4.14672 -4.82513 0.2 -0.1 -0.1 0.387
H 1.76500 3.33788 -3.27415 0.1 -0.5 -0.3 0.178
H 2.45227 4.83783 -3.32060 0.6 0.2 -0.5 0.434
H 6.60129 2.08748 -1.61078 0.0 0.0 0.0 0.501
H 5.64432 2.01536 -0.13243 0.0 0.2 0.1 -0.340
H 6.20825 3.58894 -0.80319 -0.2 0.0 0.3 0.572
H 6.06484 4.74469 -2.95102 -0.1 0.0 -0.1 0.366
C -0.63563 0.49537 -1.00561 0.1 -0.8 -0.9 -2.702
C 0.16327 -0.32012 0.03073 0.5 1.7 -0.2 3.962
C -0.34246 0.08462 1.43386 -2.0 -1.6 -0.3 0.391
C -1.30449 -1.02054 1.98847 1.5 0.3 0.2 -0.288
C -0.58945 -2.36124 2.08584 0.3 0.8 0.0 -1.615
C 0.07852 -2.76043 0.72655 -1.0 -1.7 1.2 2.958
N -0.06077 -1.73676 -0.32141 -0.5 0.3 1.2 0.915
O 0.65451 -2.12375 -1.48048 -0.9 0.4 0.4 -0.173
C 1.51960 -3.18343 1.05570 0.3 1.0 -0.6 -2.444
C -0.74621 -3.93445 0.19860 -0.1 -0.6 -1.4 -2.255
C 1.62993 0.13045 -0.06157 0.5 -0.6 -0.1 0.586
H -0.31040 0.16372 -1.99894 0.0 0.2 -0.1 0.445
H -0.49463 1.57540 -0.97081 0.1 0.0 0.3 -0.151
H -1.69963 0.25104 -0.96648 0.0 0.1 0.3 0.139
H 0.44504 0.41269 2.10704 0.0 -0.4 0.2 -0.405
H -1.09421 0.86786 1.36463 0.7 0.7 -0.4 -0.748
H -2.15289 -1.11702 1.31006 -0.2 0.1 0.1 -0.720
H -1.62166 -0.62855 2.95605 -0.4 -0.4 0.1 0.849
H -1.25310 -3.13558 2.47460 -0.1 -0.1 -0.4 0.771
H 0.21048 -2.33205 2.83122 0.0 0.4 0.1 0.186
H 1.98976 -2.26114 1.41512 0.3 -0.2 0.1 0.551
H 1.63647 -3.92643 1.84072 -0.4 -0.2 0.0 0.487
H 2.06461 -3.48890 0.16038 -0.1 -0.2 0.2 0.143
H -1.70798 -3.57183 -0.17568 0.2 0.3 -0.1 0.193
H -0.22930 -4.33605 -0.68013 -0.2 -0.1 0.0 0.406
H -1.01137 -4.78742 0.82778 0.6 0.2 0.6 0.281
H 2.25972 -0.27509 0.73824 -0.3 0.0 0.3 -0.395
H 1.71715 1.21251 0.00943 -0.1 0.1 -0.1 -0.484
H 2.10689 -0.25922 -0.96206 -0.3 0.8 0.0 -0.995
H 1.59029 -1.97311 -1.24124 0.0 -0.3 -0.4 0.102
C -5.72095 1.18095 -0.55341 -0.1 -0.3 0.0 -1.158
C -6.47888 1.35421 0.76798 -1.6 0.3 -1.4 1.953
C -6.73940 0.01498 1.46100 0.5 0.0 0.1 -1.546
C -5.45659 -0.46877 2.09172 0.5 -1.0 0.6 0.925
C -4.89641 0.55906 3.04266 -0.1 0.6 0.0 -1.409
C -4.69751 1.95166 2.39480 0.6 0.2 0.6 1.731
N -5.93150 2.33040 1.69828 -0.1 -0.8 1.0 0.213
O -5.75741 3.58692 1.08349 0.3 0.2 -0.5 -0.493
C -4.48939 2.96382 3.52908 -0.9 0.5 0.7 -2.229
C -3.42308 1.90355 1.54197 0.5 0.2 -0.3 -0.460
C -7.88387 1.85721 0.36265 -0.4 0.5 0.0 -2.327
H -4.69217 0.83537 -0.45516 -0.1 0.1 0.0 -0.485
H -5.76306 2.10671 -1.12569 0.3 0.1 0.1 0.532
H -6.26775 0.44160 -1.14362 0.1 -0.1 0.0 0.520
H -7.53823 0.12380 2.19925 0.2 0.2 0.2 0.388
H -7.15111 -0.69186 0.73851 0.2 0.0 -0.2 0.395
H -4.67722 -0.76333 1.38273 -0.3 0.3 -0.4 -0.739
H -5.56087 -1.39895 2.66000 -0.4 0.0 -0.1 0.468
H -3.92581 0.21517 3.40766 0.0 0.1 0.1 0.159
H -5.55227 0.66516 3.91163 -0.1 0.0 0.0 0.421
H -5.44231 3.09839 4.05536 -0.1 -0.1 -0.1 0.555
H -3.80762 2.65677 4.32457 0.3 -0.3 -0.4 0.390
H -4.21975 3.97298 3.21421 0.2 -0.2 -0.3 0.343
H -3.20652 0.89293 1.19813 0.0 0.0 -0.1 -0.890
H -3.38043 2.58048 0.68505 -0.5 0.0 0.0 0.288
H -2.57576 2.23256 2.14285 0.0 -0.2 0.3 0.487
H -8.47262 1.10643 -0.16802 0.2 -0.3 0.2 0.376
H -7.89635 2.71486 -0.31579 0.4 0.1 0.1 0.374
H -8.43450 2.16021 1.25792 0.0 -0.1 0.0 0.560
H -6.51387 4.11402 1.36185 0.0 -0.2 0.1 0.374
```
Forces are in eV/Å.